Record 1
Entry from OMol25: one molecule with the formula C5H6O2 in a non-equilibrium geometry (ωB97M-V with the def2-TZVPD basis set).

For the lowest unoccupied orbital energy (alpha / beta), the calculation gives 0.70 / -2.02 eV. The value obtained for the HOMO-LUMO gap (alpha / beta) is 6.06 / 8.20 eV. The expectation value of S² is 2.011. Its multiplicity is 3. The calculation puts the energy above the lowest of the compared OMol25 structures with the same formula, charge and spin at 20.4 kcal per mole. For the total energy, the calculation gives -344.4087 Eh.

Geometry as XYZ:
```
13
Properties=species:S:1:pos:R:3:forces:R:3:lowdin_spin:R:1
C 0.359199 -0.897476 1.352136 -2.2 0.8 -2.7 0.63
C -0.279080 -1.813466 0.065280 0.5 4.2 1.6 0.10
C 0.664911 -1.699140 2.349891 0.5 2.5 0.4 0.54
C 0.027939 -1.178906 -1.237663 2.0 -0.5 -2.6 0.02
C 0.306314 0.694676 1.481158 0.4 -2.3 0.9 0.11
O 1.074351 -2.504280 3.063863 1.1 -3.6 2.6 0.48
O -0.945571 -2.771975 0.283904 0.3 -0.4 0.0 0.06
H -0.201673 -1.985555 -1.959278 0.4 0.5 -0.2 0.01
H 1.130557 -0.809817 -1.386368 -1.7 -1.2 0.7 0.00
H -0.458118 -0.274068 -1.622355 -0.8 -0.2 0.9 0.00
H -0.237130 0.923162 2.439493 0.9 0.0 -0.9 0.02
H -0.187699 1.107520 0.660480 -1.3 0.6 -1.3 0.01
H 1.318138 1.126224 1.392040 -0.2 -0.3 0.7 0.02
```
Positions in Å, forces in eV/Å.


Record 2
Entry from OMol25: one molecule with the formula C23H28FN3O3S in a non-equilibrium geometry (ωB97M-V with the def2-TZVPD basis set).

For the lowest unoccupied orbital energy, the calculation gives 0.38 eV. The value obtained for the HOMO-LUMO gap is 7.87 eV. The calculation puts the energy above the lowest of the compared OMol25 structures with the same formula, charge and spin at 24.3 kcal per mole. For the total energy, the calculation gives -1781.2992 Eh.

Geometry as XYZ:
```
59
Properties=species:S:1:pos:R:3:forces:R:3:mulliken_charge:R:1
C 4.891435 1.177833 0.677204 0.0 0.0 0.0 -1.46
C 3.455972 1.563648 0.866352 0.0 0.0 0.0 0.41
C 2.942052 2.726822 0.319737 0.0 -0.2 0.1 -1.04
C 1.611381 3.092510 0.485888 -0.1 0.0 0.0 0.86
C 0.772310 2.232228 1.193564 0.4 -0.1 -0.2 0.75
C 1.276386 1.073683 1.799289 0.0 0.0 -0.1 0.99
C 2.612624 0.759696 1.623602 0.0 0.2 -0.1 -0.84
H 3.010100 -0.131353 2.087897 0.0 -0.2 0.1 0.45
C 0.393947 0.196866 2.637485 0.0 0.0 -0.1 -1.82
H -0.530570 -0.053003 2.118519 0.0 0.0 0.1 0.22
H 0.904359 -0.728840 2.886304 0.0 0.0 0.1 0.31
H 0.135702 0.698904 3.572479 -0.1 0.0 0.1 0.54
N -0.601913 2.521605 1.374434 0.2 0.1 0.5 0.04
C -1.501694 2.789558 0.407815 -0.3 0.0 0.0 0.56
O -1.244295 2.934210 -0.775064 0.1 0.1 -0.1 -0.69
C -2.926829 2.804919 0.902517 -0.3 -0.7 -0.2 -1.02
H -3.014876 3.048030 1.958479 -0.1 0.0 0.0 0.45
H -3.561374 3.450025 0.302811 0.0 0.1 0.0 0.48
S -3.548352 1.037530 0.686031 -0.7 1.4 -0.6 0.17
O -2.377849 0.208234 0.977527 0.8 -0.8 0.3 -0.45
C -3.703056 1.137113 -1.162319 0.0 0.0 0.5 -0.45
C -3.586279 -0.284881 -1.662068 0.0 0.1 0.0 0.18
O -4.560039 -1.019333 -1.645374 -0.3 -0.1 0.1 -0.68
N -2.385612 -0.724221 -2.084499 0.1 -0.2 -0.1 0.31
C -1.133860 -0.009521 -2.168608 0.4 0.2 0.1 -1.34
H -0.808456 0.014581 -3.215158 0.0 0.1 0.1 0.25
C -0.079273 -0.688150 -1.290462 0.2 0.3 0.0 0.14
N -0.048498 -2.123043 -1.520691 -0.2 0.2 -0.3 0.21
C 0.331618 -2.954723 -0.491038 0.2 -0.3 0.2 0.50
C -0.148867 -4.261321 -0.341919 0.0 0.2 -0.1 -0.49
C 0.298974 -5.075008 0.680280 0.2 0.0 0.3 -0.97
C 1.231504 -4.589153 1.575299 0.0 0.0 -0.1 0.23
C 1.725062 -3.303398 1.462472 -0.1 -0.3 0.2 -0.77
C 1.278618 -2.496338 0.436778 -0.2 0.0 -0.1 0.18
H 1.682302 -1.502208 0.341238 0.1 0.1 0.0 0.62
H 2.459973 -2.949814 2.169157 0.1 0.0 0.1 0.46
F 1.671288 -5.385929 2.581334 0.0 0.1 -0.1 -0.36
H -0.079768 -6.078801 0.792241 0.0 -0.1 0.0 0.43
H -0.895982 -4.656909 -1.010983 -0.1 0.0 -0.1 0.25
C -0.859452 -2.559177 -2.627804 -0.2 0.1 -0.1 -1.34
H -0.797682 -3.640065 -2.737664 0.0 0.1 -0.1 0.51
C -2.316504 -2.135569 -2.447847 -0.1 -0.4 -0.1 -0.48
H -2.891125 -2.308067 -3.365310 0.0 -0.1 0.1 0.41
H -2.790102 -2.711245 -1.645797 0.0 0.0 -0.1 0.41
H -0.452724 -2.119884 -3.546621 -0.1 -0.2 0.0 0.28
H -0.333828 -0.498138 -0.242980 0.0 0.1 -0.1 0.08
H 0.897285 -0.231728 -1.501115 0.0 0.1 0.1 0.19
H -1.228582 1.019647 -1.832558 0.0 -0.1 -0.1 0.37
H -4.717723 1.488777 -1.339817 0.0 0.0 -0.1 0.49
H -2.974174 1.829827 -1.569110 0.0 0.0 0.1 0.46
H -0.973466 2.206794 2.259958 -0.1 0.1 -0.2 0.31
C 1.128564 4.402936 -0.050144 0.0 0.0 -0.2 -1.71
H 0.519091 4.249787 -0.939846 0.0 0.1 0.0 0.24
H 1.969854 5.041266 -0.307217 0.1 0.1 0.0 0.48
H 0.509005 4.912375 0.687237 -0.1 0.1 0.0 0.35
H 3.593280 3.383122 -0.239669 0.1 0.1 -0.1 0.33
H 4.960849 0.217811 0.166815 0.1 0.0 0.0 0.32
H 5.387772 1.076850 1.641429 0.1 0.0 0.0 0.33
H 5.421498 1.922635 0.089511 0.1 0.0 0.0 0.37
```
Positions in Å, forces in eV/Å.


Record 3
Entry from OMol25: C22H26CrN3OS7 as an isolated structure in a non-equilibrium geometry (ωB97M-V with the def2-TZVPD basis set).

For the lowest unoccupied orbital energy (alpha / beta), the calculation gives -0.82 / -0.05 eV. The value obtained for the HOMO-LUMO gap (alpha / beta) is 5.99 / 6.79 eV. The expectation value of S² is 0.804. Its multiplicity is 2. The calculation puts the energy above the lowest of the compared OMol25 structures with the same formula, charge and spin at 0.0 kcal per mole. For the total energy, the calculation gives -4925.2155 Eh.

Geometry as XYZ:
```
60
Properties=species:S:1:pos:R:3:forces:R:3:lowdin_spin:R:1
Cr -0.361115 -0.170635 -0.882642 -0.2 -0.7 0.4 1.12
S 5.739689 -3.788861 0.220061 0.1 -0.1 0.0 0.00
C 4.420846 -2.872202 -0.078406 -0.2 0.1 0.0 0.00
S 3.541970 -2.917709 -1.579100 0.0 0.1 0.3 0.00
C 2.327203 -1.733056 -1.156267 0.1 0.0 0.1 -0.01
C 2.416054 -1.194931 0.077501 0.2 -0.1 -0.1 -0.01
S 1.346467 0.044148 0.637379 -0.7 0.1 -0.2 -0.02
S 3.738039 -1.761890 1.076257 0.0 -0.1 -0.2 0.00
S 1.111860 -1.266568 -2.298037 -0.6 0.4 0.2 -0.04
S 1.304954 3.435306 -0.847259 0.1 -0.1 0.1 0.00
C 0.001412 3.149637 -1.799418 0.1 0.4 -0.1 0.00
N -1.028882 3.995664 -1.997003 -0.2 -0.2 -0.1 0.00
C -2.055516 3.457472 -2.870838 0.0 0.0 0.1 0.00
C -1.274612 2.346628 -3.573676 -0.1 -0.1 -0.1 0.00
N -0.231061 2.025323 -2.590231 0.0 -0.3 0.2 0.00
H -1.153487 4.803231 -1.414799 0.1 0.0 0.1 0.00
H -2.419635 4.208885 -3.569893 0.0 0.0 0.0 0.00
H -2.902765 3.062303 -2.301259 0.0 0.0 0.0 0.00
H -0.834151 2.704188 -4.507095 0.0 0.0 0.0 0.00
H -1.901405 1.483453 -3.790747 0.0 0.1 0.0 0.00
H 0.602100 1.559403 -2.929223 0.1 0.1 0.0 0.00
C -4.537730 1.597692 0.493377 0.0 0.0 0.0 0.00
C -3.536614 2.344226 1.364503 0.2 -0.4 -0.1 0.00
S -2.006504 1.351303 1.467110 -0.1 0.6 0.4 0.00
O -1.555697 1.314021 0.017727 0.3 0.1 -0.5 0.00
C -0.929975 2.573555 2.286886 -0.1 -0.2 0.1 0.00
C -0.870829 2.291887 3.782995 0.0 -0.1 -0.1 0.00
H -5.375503 2.241992 0.228725 0.0 0.0 0.0 0.00
H -4.925909 0.718938 1.008581 0.0 0.0 0.0 0.00
H -4.052410 1.267865 -0.426642 -0.1 0.0 0.0 0.00
H -3.894609 2.473390 2.386922 0.1 0.1 0.0 0.00
H -3.266401 3.311486 0.939852 0.1 0.0 0.0 0.00
H -1.289863 3.578420 2.069222 0.0 0.0 -0.1 0.00
H 0.040299 2.435977 1.809796 0.0 0.0 -0.1 0.00
H -1.824359 2.502485 4.269799 0.0 0.0 0.0 0.00
H -0.100824 2.908537 4.244717 -0.1 0.0 0.0 0.00
H -0.616179 1.246935 3.965439 0.0 0.0 0.0 0.00
C -3.479867 -2.463471 -4.065686 0.0 0.0 0.0 -0.01
C -3.597092 -3.344159 -2.996714 0.0 0.0 0.0 0.00
C -3.045404 -3.052607 -1.761883 0.1 0.1 0.1 0.00
C -2.364893 -1.844435 -1.561804 -0.2 -0.1 -0.4 0.00
C -2.269546 -0.961112 -2.646254 0.0 -0.2 0.4 0.00
C -2.802972 -1.268122 -3.884321 0.0 0.0 -0.1 0.00
N -1.694275 -1.483478 -0.400625 1.1 0.7 -0.3 -0.03
C -2.142811 -1.872496 0.864300 -0.2 -0.2 0.5 0.00
C -3.508101 -2.022870 1.150800 0.2 0.2 -0.2 0.00
C -3.936731 -2.332127 2.431455 -0.1 0.0 0.0 0.00
C -3.026704 -2.494211 3.464452 0.0 0.0 0.0 -0.01
C -1.671995 -2.351865 3.193566 0.0 0.0 0.0 0.00
C -1.235773 -2.052539 1.916405 0.0 -0.1 -0.3 0.00
H -3.901255 -2.708841 -5.030798 0.0 0.0 0.0 0.00
H -4.120385 -4.282452 -3.131767 0.0 0.0 0.0 0.00
H -3.110478 -3.767323 -0.953316 0.0 0.0 0.0 0.00
H -1.776673 -0.002966 -2.480065 -0.2 0.2 -0.2 0.00
H -2.703258 -0.572048 -4.708643 0.0 0.0 0.0 0.00
H -4.232575 -1.870015 0.361467 0.0 0.0 0.0 0.00
H -4.996724 -2.449424 2.622193 0.0 0.0 0.0 0.00
H -3.362654 -2.743780 4.462521 0.0 0.0 0.0 0.00
H -0.943401 -2.483907 3.984212 0.0 0.0 0.0 0.00
H -0.180492 -1.957547 1.711894 0.1 0.0 0.0 0.00
```
Positions in Å, forces in eV/Å.


Record 4
Entry from OMol25: one molecule with the formula C5H8O (ωB97M-V with the def2-TZVPD basis set).

For the lowest unoccupied orbital energy, the calculation gives 0.96 eV. The value obtained for the HOMO-LUMO gap is 10.45 eV. The calculation puts the energy above the lowest of the compared OMol25 structures with the same formula, charge and spin at 22.8 kcal per mole. For the total energy, the calculation gives -270.5215 Eh.

Geometry as XYZ:
```
14
Properties=species:S:1:pos:R:3:forces:R:3:mulliken_charge:R:1
C 0.636083 1.340530 0.986898 0.0 -0.1 -0.1 -0.99
C 0.450722 0.217406 0.298797 0.1 0.1 0.1 0.93
C 1.418300 -0.277742 -0.742241 0.0 0.0 0.0 -1.18
C -0.781935 -0.627285 0.492094 0.0 0.0 0.0 -0.85
C -1.840105 -0.369789 -0.563709 0.0 0.2 -0.2 0.05
O -1.801865 0.528013 -1.368150 0.0 -0.4 0.3 -0.46
H -0.080871 1.678110 1.732008 0.1 -0.1 -0.1 0.27
H 1.501629 1.975459 0.814831 -0.1 -0.1 0.0 0.27
H 0.894163 -0.512200 -1.676211 0.1 0.0 0.1 0.30
H 1.913679 -1.197737 -0.404474 -0.1 0.1 0.0 0.28
H 2.189560 0.465840 -0.960877 -0.1 -0.1 0.1 0.35
H -0.547918 -1.702215 0.472707 0.0 0.1 0.0 0.32
H -1.253942 -0.441433 1.467495 0.0 0.0 -0.1 0.36
H -2.697495 -1.076959 -0.549163 0.1 0.1 0.0 0.36
```
Positions in Å, forces in eV/Å.


Record 5
Entry from OMol25: one molecule with the formula C5H6O in a non-equilibrium geometry (ωB97M-V with the def2-TZVPD basis set).

For the lowest unoccupied orbital energy, the calculation gives 0.86 eV. The value obtained for the HOMO-LUMO gap is 10.61 eV. The calculation puts the energy above the lowest of the compared OMol25 structures with the same formula, charge and spin at 55.1 kcal per mole. For the total energy, the calculation gives -269.2584 Eh.

Geometry as XYZ:
```
12
Properties=species:S:1:pos:R:3:forces:R:3:mulliken_charge:R:1
C -1.924714 2.057605 0.155875 0.1 -0.3 -0.2 -0.08
C -1.466367 0.971565 -0.077589 -0.5 0.5 0.8 -0.50
C -0.586838 -0.026792 -0.663572 -0.2 0.3 -0.5 -0.42
C 0.772514 -0.089664 0.093372 0.1 0.4 0.0 0.65
C 1.393456 -1.449066 0.401187 0.0 0.0 -0.1 -0.99
O 1.289878 0.917587 0.512500 -0.2 -0.4 -0.3 -0.49
H -2.229263 3.075543 0.156685 -0.3 0.0 0.4 0.39
H -0.973307 -1.018986 -0.905088 -0.3 0.1 0.5 0.34
H -0.665366 0.559355 -1.608991 1.6 -1.0 -0.2 0.19
H 2.484890 -1.364657 0.368463 -0.3 0.1 0.0 0.32
H 1.062200 -2.252952 -0.260341 0.0 0.2 0.0 0.34
H 1.133427 -1.730957 1.431051 -0.1 0.1 -0.2 0.26
```
Positions in Å, forces in eV/Å.


Record 6
Entry from OMol25: a 2-piece molecular cluster, C6H6N2O2 overall in a non-equilibrium geometry (ωB97M-V with the def2-TZVPD basis set).

For the lowest unoccupied orbital energy, the calculation gives 0.40 eV. The value obtained for the HOMO-LUMO gap is 9.60 eV. The calculation puts the energy above the lowest of the compared OMol25 structures with the same formula, charge and spin at 58.0 kcal per mole. For the total energy, the calculation gives -492.1510 Eh.

Geometry as XYZ:
```
16
Properties=species:S:1:pos:R:3:forces:R:3:mulliken_charge:R:1
O -0.685673 -1.044548 0.819695 2.0 1.0 -1.7 -0.56
C -0.000734 -0.313101 0.120518 0.0 -0.3 0.1 0.58
C 1.414623 -0.050795 0.322108 -0.6 0.3 -0.7 -0.58
C 2.062832 0.679658 -0.593761 0.2 0.2 0.2 -0.20
N 1.469066 1.271732 -1.686181 0.2 0.3 -0.3 -0.09
C 0.126153 1.130118 -1.956299 -0.8 -0.3 -0.4 0.30
O -0.405324 1.610571 -2.944659 0.3 -0.4 1.1 -0.61
N -0.535936 0.333079 -1.007332 0.1 0.3 -0.2 -0.04
H 1.885375 -0.479985 1.177517 0.3 -0.2 0.2 0.42
H 3.112084 0.852103 -0.473505 0.4 0.2 -0.2 0.39
H 1.964225 1.883083 -2.348321 -0.2 -0.7 0.7 0.25
H -1.528788 0.201849 -1.137607 0.0 0.1 -0.3 0.16
C -2.120729 -1.630743 3.024892 -0.9 -0.5 -2.1 -0.26
C -2.588348 -1.545155 1.883037 0.5 1.0 2.5 -0.20
H -1.518879 -1.849238 3.913910 -0.9 0.2 -0.8 0.33
H -2.649946 -1.048628 0.885987 -0.8 -1.3 1.7 0.12
```
Positions in Å, forces in eV/Å.


Record 7
Entry from OMol25: C3H3BrO as an isolated structure in a non-equilibrium geometry (ωB97M-V with the def2-TZVPD basis set).

For the lowest unoccupied orbital energy, the calculation gives 0.33 eV. The value obtained for the HOMO-LUMO gap is 9.14 eV. The calculation puts the energy above the lowest of the compared OMol25 structures with the same formula, charge and spin at 16.6 kcal per mole. For the total energy, the calculation gives -2765.3060 Eh.

Geometry as XYZ:
```
8
Properties=species:S:1:pos:R:3:forces:R:3:mulliken_charge:R:1
C 0.143859 -0.472682 0.151127 3.7 0.4 -2.8 -0.14
C -0.706853 -0.824069 0.990101 -0.7 0.0 0.4 0.73
C 0.173581 0.843973 -0.546552 -3.2 -3.2 -1.5 -1.08
O -1.544842 -1.059848 1.704440 -3.0 -1.2 2.9 -0.32
Br 1.527423 -1.762016 -0.071330 0.2 0.0 -0.1 -0.17
H -0.890836 1.101070 -0.622979 0.4 0.8 0.1 0.32
H 0.518945 0.712603 -1.541129 0.4 -0.2 -1.0 0.34
H 0.778723 1.460970 -0.063678 2.3 3.2 2.1 0.33
```
Positions in Å, forces in eV/Å.


Q: What is the energy above the lowest of the compared OMol25 structures with the same formula, charge and spin in the first record?
A: 20.4 kcal per mole


Q: What is the formula in the seventh record?
A: C3H3BrO


Q: Among the records above, which one has the highest energy above the lowest of the compared OMol25 structures with the same formula, charge and spin?
A: C6H6N2O2


Q: Number 6 is which compound?
A: C6H6N2O2